Record 1
{
  "formula": "C21H42F13N5O17S4",
  "method": "ωB97M-V/def2-TZVPD",
  "e_lumo_ev": 3.3,
  "charge": -2,
  "homo_energy_ev": -2.97,
  "symbols": ["H", "H", "H", "H", "H", "N", "O", "H", "H", "H", "H", "C", "C", "O", "S", "H", "H", "O", "O", "F", "C", "H", "C", "C", "C", "F", "H", "H", "H", "C", "C", "H", "H", "H", "C", "C", "H", "H", "H", "H", "H", "H", "O", "C", "F", "H", "H", "F", "C", "F", "N", "H", "O", "S", "F", "S", "F", "C", "O", "C", "S", "H", "C", "H", "H", "C", "O", "H", "O", "H", "H", "F", "H", "F", "H", "C", "F", "H", "C", "O", "N", "O", "O", "C", "H", "O", "O", "C", "O", "H", "O", "F", "F", "O", "N", "H", "F", "C", "N", "H", "H", "H"],
  "xyz": [[-1.2291, 0.4682, -1.9468], [3.2804, -3.6101, -0.9097], [-0.7421, -1.0366, -5.1705], [-0.1730, -2.7403, 1.8687], [1.0899, 5.0051, 3.8913], [-4.0247, 1.3049, -0.5510], [0.0191, -0.5654, -3.2507], [6.3363, -6.5681, 1.1562], [5.9908, -6.1973, -3.0557], [-4.4841, 1.8958, -2.4853], [4.8404, -7.8197, -0.3671], [-1.5396, 1.4529, 4.5481], [4.5156, -6.7749, -0.2183], [0.3969, 2.4790, 0.5392], [3.0991, 0.4475, 1.8030], [2.1816, -3.6243, -2.3479], [-3.3595, 0.7452, -1.0494], [-7.5050, -2.4504, 0.2783], [3.2593, -0.3965, 0.6129], [0.2708, 2.5898, -2.1713], [1.0745, 4.1622, 4.5800], [0.9441, 4.4786, 5.5717], [0.6017, -2.8617, -0.1758], [-3.2090, 3.1074, 1.2202], [3.9734, -6.7105, -3.4058], [3.7243, -5.3457, -3.6447], [-4.9846, 3.0609, -1.1971], [2.2982, -1.4756, -0.2712], [-2.4264, 2.0788, 4.4961], [-0.1783, -2.1405, 0.9579], [-1.1089, 6.6596, 0.0469], [-1.5388, 0.8437, 3.6626], [0.6128, -2.1914, -4.6154], [-0.9889, 5.0470, 1.5136], [2.8036, -3.0055, -1.6734], [-0.4184, 5.4918, 0.7364], [2.3182, -0.6291, -5.0763], [-0.4724, 7.1592, -0.6595], [3.5881, -2.4786, -2.1752], [1.9627, 3.5533, 4.6827], [-1.1870, -2.1510, 0.5057], [-2.9722, 3.1504, 2.3185], [-6.5525, -0.8402, -1.3598], [5.3357, -6.1645, 1.0000], [-3.5278, -0.3677, -2.4993], [-4.8302, 0.7058, -0.3103], [5.5646, -5.1283, 0.8381], [-2.8687, -1.2812, -4.4202], [-0.1499, 3.3567, 4.3422], [4.9491, 0.0584, 5.0103], [1.8203, -2.1373, -0.8463], [0.5851, 5.8284, 1.1006], [-0.1232, 4.6281, -0.2975], [-7.1253, -1.1592, -0.0656], [2.8261, -7.0827, -2.8421], [4.5416, 1.2481, 3.9255], [4.0350, -7.1788, -4.6681], [1.3230, -0.3332, -5.3846], [5.0034, -6.0193, -1.3471], [0.8207, 3.6646, -0.0447], [-7.2388, 0.2713, 2.2634], [-2.3444, 3.5307, 0.6431], [-3.3816, 1.6804, 0.7403], [-4.1210, 3.6786, 1.0452], [-1.7189, 0.8278, 5.4321], [-1.3244, 0.1561, -3.0755], [5.7090, 1.9461, 3.6645], [1.6495, 4.0431, 0.5292], [5.6358, -8.0702, -2.3455], [-3.3660, 2.9630, -1.7643], [3.4410, -6.5518, -0.1501], [-8.6261, -0.5282, -0.0668], [1.2483, 0.7265, -5.0786], [-6.2099, 1.2745, 2.9837], [1.1700, -0.4635, -6.4565], [1.2528, 3.2903, -1.4876], [-2.2610, -2.1449, -2.5023], [0.2303, -1.1565, 1.1640], [-2.4532, -1.0579, -3.2217], [-2.9949, 0.7773, 1.4287], [-6.4643, -0.1013, 0.8894], [-1.5670, 1.1468, -3.8934], [1.7667, 0.6228, 2.3844], [-4.2681, 2.4167, -1.5546], [0.9367, 2.4250, 1.3776], [-1.0600, 3.7988, 3.6629], [0.3908, -3.9671, -0.5200], [5.2809, -6.8143, -2.5578], [3.4728, 1.8782, 4.5598], [1.3965, -1.6359, -1.6300], [-8.2866, 1.1010, 1.8919], [2.3857, 2.5839, -1.5560], [1.5311, 4.3692, -2.2737], [-7.3624, -0.7866, 3.1573], [-0.2754, 2.0605, 4.7938], [-1.4888, 7.2267, 0.8911], [3.4043, 1.9576, 1.3204], [0.2346, -1.0918, -4.6173], [4.2619, 0.1015, 2.7774], [0.4459, 1.3867, 5.1075], [4.7235, -6.4057, 1.8697], [-2.0221, 6.3284, -0.5285]],
  "mulliken_charge": [-0.623, 0.457, 0.310, 0.400, 0.202, 0.837, -0.276, 0.320, 0.188, 0.283, 0.445, -1.015, -0.291, 0.286, 1.320, 0.385, 0.104, -0.591, -0.858, -0.164, -1.043, 0.496, 0.595, -0.604, 0.760, -0.321, 0.493, 0.296, 0.311, -0.597, -1.608, 0.270, 0.307, 0.002, -1.050, 0.316, 0.284, 0.376, 0.391, 0.166, 0.204, 0.064, -0.604, -1.210, -0.451, 0.082, 0.296, -0.242, 0.704, -0.332, 0.554, 0.369, -0.317, 1.046, -0.274, 1.015, -0.291, -1.168, -0.269, -0.221, 1.101, -0.106, 0.580, 0.477, 0.394, 0.926, -0.573, 0.695, -0.904, 0.349, 0.190, -0.339, 0.238, -0.240, 0.347, 0.506, -0.237, 0.000, 0.645, -0.463, -0.343, -0.871, -0.485, -0.962, -0.283, -0.599, -0.448, 0.037, -0.520, -0.020, -0.580, -0.261, -0.325, -0.597, -0.025, 0.445, -0.312, -0.252, -0.545, 0.254, 0.349, 0.245]
}

Record 2
{
  "formula": "C2H5ISi",
  "method": "ωB97M-V/def2-TZVPD",
  "e_lumo_ev": 0.3,
  "charge": 0,
  "homo_energy_ev": -8.90,
  "symbols": ["H", "H", "H", "H", "C", "C", "I", "H", "Si"],
  "xyz": [[0.4395, 1.4995, 1.8236], [-1.4652, 0.7113, -0.4963], [1.5999, -0.6524, -1.4661], [1.2303, -2.1095, 0.6701], [-0.3573, 1.5620, 1.0387], [-0.6064, 0.6446, 0.1857], [-0.5115, -2.5252, -2.1924], [-1.1064, 2.2424, 0.9208], [0.7772, -1.3726, -0.4840]],
  "mulliken_charge": [0.210, 0.206, -0.033, -0.074, -0.496, -0.386, -0.046, 0.303, 0.315]
}

Record 3
{
  "formula": "C24H23N2O9PbS4",
  "method": "ωB97M-V/def2-TZVPD",
  "e_lumo_ev": [-6.2, -6.7],
  "charge": 1,
  "homo_energy_ev": [-10.73, -10.73],
  "symbols": ["C", "H", "H", "C", "C", "O", "H", "H", "H", "C", "H", "C", "C", "O", "C", "H", "C", "C", "C", "H", "S", "H", "C", "H", "C", "O", "S", "C", "S", "H", "H", "H", "H", "O", "H", "H", "N", "H", "C", "H", "H", "H", "C", "C", "O", "C", "O", "H", "S", "C", "O", "C", "C", "C", "C", "N", "H", "C", "H", "Pb", "O", "O", "C"],
  "xyz": [[-2.0842, 4.4849, -3.5825], [-2.9648, -3.9167, 3.7860], [3.8150, -0.0753, 0.9404], [-3.6111, -2.2525, -0.7992], [-1.1837, 3.5575, -3.0443], [5.4354, -3.9949, -0.3240], [3.2110, 3.1599, 2.4852], [-2.8361, -2.1625, 3.5163], [-1.9556, -2.9400, -2.0345], [-0.6828, 6.2221, -2.8458], [-2.0897, -1.1393, -1.7638], [-0.4023, 2.1843, 3.1985], [-0.1379, 3.5704, 3.3096], [4.4503, -1.2705, 0.5095], [2.1433, 2.9674, 2.7703], [-0.0605, -5.3637, 1.7850], [0.1450, 5.3347, -2.1872], [-0.3694, -3.9075, 0.1437], [-2.7500, -3.1452, 3.0374], [-1.0362, 4.1865, 3.5513], [-0.9956, -2.1611, 0.0562], [-4.7501, -3.3831, 2.0475], [2.6214, 0.4749, 2.4729], [-0.4642, 7.2963, -2.9576], [-2.1918, -2.1550, -1.3230], [-5.1273, -1.1330, 0.8684], [-0.9579, -3.3120, 2.7254], [-3.6443, -3.2450, 1.8195], [-1.3891, 1.8728, -3.1010], [-1.3884, 1.8136, 3.4858], [-3.9322, -3.3416, -0.7738], [-3.3220, -4.0173, 1.0975], [-2.8279, 3.9905, -4.2033], [2.7849, -0.3080, -1.9372], [3.3814, 0.2181, 3.2425], [1.1057, 5.6440, -1.8243], [0.4442, 1.3071, 2.8155], [2.0501, -0.4691, 2.4541], [4.3966, -1.7702, -0.6898], [0.6938, -3.6875, 0.3109], [1.5469, 4.9353, 3.1986], [-2.5952, 6.5483, -3.7351], [3.9923, -2.1816, -3.0588], [1.7482, 1.6613, 2.7932], [5.9249, -3.7739, -3.1805], [-0.8119, -4.6206, 1.4323], [3.2058, 0.7360, 1.2522], [-0.4755, -4.4223, -0.7914], [-3.7110, -1.5848, 0.9412], [0.4152, 2.7590, -1.4964], [3.6039, -2.1258, -4.2308], [5.0228, -3.0695, -0.9925], [5.1605, -3.0341, -2.5543], [-0.1542, 3.9966, -2.1715], [3.6095, -1.3227, -1.8654], [-0.1947, 1.6172, -1.9639], [-5.2690, -1.3457, -1.0464], [1.1928, 3.9374, 3.0751], [-1.8450, -5.1108, 1.3319], [1.2585, 0.2665, -0.3692], [1.3002, 2.7847, -0.6143], [-4.5216, -1.6042, -1.6054], [-1.9267, 5.8197, -3.3865]],
  "mulliken_charge": [-0.280, 0.426, 0.500, 0.002, 0.359, -0.447, 0.338, 0.366, 0.535, -0.348, -0.275, -0.241, -0.487, -0.780, -0.408, 0.457, -0.335, -0.604, -0.557, 0.370, -0.103, 0.475, -0.703, 0.362, -0.260, -0.849, -0.092, -0.661, 0.063, 0.401, 0.209, 0.041, 0.384, -0.905, 0.519, 0.463, -0.305, 0.313, 0.753, 0.221, 0.487, 0.459, 0.329, 0.537, -0.372, -0.772, -0.682, 0.579, 0.735, 0.772, -0.534, 0.351, 0.408, 0.156, 0.322, -0.306, 0.358, -0.547, 0.288, 1.485, -0.675, -0.528, -0.769]
}

Total energy (Eh)
-5269.220874 -666.292183 -3500.173537
Energy above the lowest of the compared OMol25 structures with the same formula, charge and spin (kcal per mole)
26.59 50.12 76.56